The following is a quantum chemistry calculation of a gas-phase ion, C12H14NO (charge +1) at a distorted geometry, from the OMol25 dataset.

Bonds (Å) are listed after each position.
Atoms and positions in Å:
1 C 4.11108 0.43734 0.32335  C2 1.363, C3 1.427, H15 1.070
2 C 3.72408 -0.28487 -0.76539  C1 1.363, C4 1.414, H16 1.078
3 C 3.15388 1.19551 1.06083  C1 1.427, C5 1.366, H17 1.048
4 C 2.35642 -0.48135 -1.06442  C2 1.414, C6 1.420, H18 1.095
5 C 1.82260 0.97269 0.85217  C3 1.366, C6 1.427, H19 1.166
6 C 1.39543 0.11234 -0.20330  C4 1.420, C5 1.427, N13 1.348
7 C -2.22188 -0.70893 -0.49475  C8 1.348, C9 1.460, H20 1.075
8 C -2.82444 0.38533 0.01250  C7 1.348, C11 1.494, O14 1.358
9 C -0.79231 -0.94686 -0.32106  C7 1.460, C12 1.536, N13 1.263
10 C -1.17880 1.97685 -0.00168  O14 1.275, H21 1.061, H22 1.085
11 C -4.31478 0.48275 0.03262  C8 1.494, H23 1.095, H24 1.201, H25 1.142
12 C -0.42937 -2.36088 0.15726  C9 1.536, H26 1.110, H27 1.106, H28 1.114
13 N 0.07656 -0.03756 -0.43959  C6 1.348, C9 1.263
14 O -2.19639 1.45620 0.56410  C8 1.358, C10 1.275
15 H 5.14026 0.48870 0.61304  C1 1.070
16 H 4.41700 -0.94537 -1.26022  C2 1.078
17 H 3.55800 1.79929 1.81580  C3 1.048
18 H 2.02518 -1.08586 -1.91473  C4 1.095
19 H 0.97185 1.30112 1.57838  C5 1.166
20 H -2.73582 -1.62007 -0.74119  C7 1.075
21 H -0.35097 2.46831 0.44480  C10 1.061
22 H -0.99665 1.87510 -1.06665  C10 1.085
23 H -4.62039 1.28216 -0.65013  C11 1.095
24 H -4.57807 0.70084 1.18365  C11 1.201
25 H -4.71221 -0.43074 -0.52586  C11 1.142
26 H -0.95496 -3.15541 -0.41215  C12 1.110
27 H -0.51003 -2.43606 1.25820  C12 1.106
28 H 0.66476 -2.44056 -0.03560  C12 1.114

frontier orbital gap (alpha / beta) = 6.65 / 6.65 eV
lowest unoccupied orbital energy (alpha / beta) = -5.1 / -5.1 eV
maximum force = 3.79 eV Å⁻¹
total charge = +1
HOMO energy (alpha / beta) = -11.793 / -11.793 eV